92
Properties=species:S:1:pos:R:3:mulliken_spin:R:1 method="wB97M-V/def2-TZVPD" charge=0 orbital_gap_ev="6.3 / 7.3" homo_energy_ha="-0.2809 / -0.3183" spin_multiplicity=2 total_energy_ha=-10410.68311
Zn -0.101 -0.178 0.385 -0.11
Se 6.029 0.546 5.149 0.00
N 4.276 0.380 5.418 0.00
C 3.714 0.295 4.243 0.00
C 2.277 0.136 4.043 0.00
C 1.370 -0.011 5.095 0.00
C 0.035 -0.184 4.807 0.00
C -0.370 -0.203 3.473 0.00
N 0.488 -0.058 2.475 0.00
C 1.787 0.104 2.741 0.00
C 2.688 0.195 1.581 0.01
N 2.119 0.142 0.372 -0.01
C 2.896 0.096 -0.701 0.00
C 4.286 0.147 -0.624 0.00
C 4.879 0.252 0.615 0.00
C 4.069 0.273 1.750 0.00
C 4.602 0.355 3.107 0.00
N 5.873 0.487 3.376 0.00
H 1.737 0.006 6.112 0.00
H -0.701 -0.312 5.587 0.00
H -1.404 -0.344 3.183 0.00
H 2.394 -0.011 -1.654 0.00
H 4.874 0.097 -1.529 0.00
H 5.953 0.299 0.732 0.00
O -0.192 0.690 -3.807 0.01
C -0.031 0.835 -2.622 -0.01
O -0.104 -0.147 -1.739 0.21
C 0.328 2.175 -1.990 0.01
P -0.501 2.352 -0.357 -0.01
C -2.191 2.829 -0.835 0.00
C -2.439 3.822 -1.784 0.00
C -3.740 4.170 -2.098 0.00
C -4.805 3.538 -1.462 0.00
C -4.566 2.560 -0.513 0.00
C -3.259 2.206 -0.201 0.00
C 0.166 3.921 0.302 0.00
C 1.430 4.403 -0.028 0.00
C 1.910 5.573 0.545 0.00
C 1.136 6.270 1.458 0.00
C -0.120 5.788 1.804 0.00
C -0.599 4.622 1.233 0.00
H 0.100 2.978 -2.688 0.00
H 1.409 2.157 -1.825 0.00
H -1.620 4.334 -2.274 0.00
H -3.928 4.934 -2.841 0.00
H -5.822 3.809 -1.715 0.00
H -5.388 2.049 -0.028 0.00
H -3.056 1.415 0.510 0.00
H 2.052 3.875 -0.740 0.00
H 2.891 5.941 0.270 0.00
H 1.506 7.187 1.897 0.00
H -0.729 6.326 2.519 0.00
H -1.585 4.258 1.500 0.00
Cl 1.576 -2.232 -3.457 0.08
Ge -0.311 -2.190 -2.346 0.55
Cl 0.530 -2.551 -0.253 0.03
Cl -1.308 -4.160 -2.641 0.21
O -1.932 -0.518 0.833 0.03
Si -3.293 -1.345 0.935 0.00
C -4.215 -0.836 2.508 0.00
C -5.157 -1.675 3.108 0.00
C -5.858 -1.285 4.240 0.00
C -5.626 -0.039 4.806 0.00
C -4.692 0.811 4.233 0.00
C -3.999 0.412 3.097 0.00
C -4.425 -0.965 -0.519 0.00
C -3.869 -0.714 -1.775 -0.15
C -4.658 -0.413 -2.873 0.00
C -6.038 -0.352 -2.733 0.00
C -6.615 -0.592 -1.494 0.00
C -5.814 -0.893 -0.400 0.00
C -3.051 -3.202 1.046 0.00
C -2.013 -3.727 1.818 0.00
C -1.846 -5.094 1.969 0.00
C -2.727 -5.970 1.349 0.00
C -3.764 -5.472 0.576 0.00
C -3.920 -4.101 0.425 0.00
H -5.337 -2.660 2.689 0.00
H -6.582 -1.955 4.685 0.00
H -6.172 0.267 5.690 0.00
H -4.507 1.786 4.667 0.00
H -3.276 1.090 2.656 0.00
H -2.789 -0.728 -1.892 0.16
H -4.197 -0.221 -3.834 0.00
H -6.661 -0.116 -3.587 0.00
H -7.691 -0.540 -1.379 0.00
H -6.282 -1.064 0.563 0.00
H -1.314 -3.052 2.301 0.00
H -1.027 -5.479 2.564 0.00
H -2.602 -7.039 1.466 0.00
H -4.445 -6.152 0.080 0.00
H -4.720 -3.724 -0.202 0.00

---

95
Properties=species:S:1:pos:R:3:mulliken_spin:R:1 method="wB97M-V/def2-TZVPD" charge=+1 orbital_gap_ev="7.5 / 6.8" homo_energy_ha="-0.4026 / -0.4130" spin_multiplicity=2 total_energy_ha=-3462.95483
Re 0.496 -0.453 0.702 0.70
O 3.850 -2.515 2.017 0.02
C 3.005 -1.924 1.404 -0.01
N 1.615 -2.023 1.509 0.02
C 1.030 -3.079 2.198 0.01
O 1.540 -4.070 2.639 0.03
C -0.436 -2.854 2.199 0.04
C -1.257 -3.401 3.163 -0.01
C -2.609 -3.113 3.098 0.00
C -3.077 -2.299 2.074 -0.01
C -2.178 -1.774 1.175 0.01
N -0.868 -2.051 1.232 0.00
C 3.379 -0.937 0.345 0.03
C 4.694 -0.706 0.028 0.00
C 4.986 0.198 -0.983 0.00
C 3.942 0.824 -1.645 0.00
C 2.648 0.542 -1.269 0.02
N 2.362 -0.328 -0.286 -0.02
H -0.826 -4.022 3.936 0.00
H -3.290 -3.508 3.841 0.00
H -4.125 -2.042 1.995 0.00
H -2.504 -1.097 0.401 0.00
H 5.458 -1.226 0.590 0.00
H 6.013 0.417 -1.247 0.00
H 4.123 1.535 -2.440 0.00
H 1.812 1.025 -1.749 -0.02
C -2.127 -0.099 -3.031 0.00
N -1.244 -0.168 -1.853 -0.02
P -0.357 -1.513 -1.350 -0.04
C 0.950 -1.832 -2.570 0.01
C 2.015 -2.645 -2.174 0.01
C 2.994 -3.013 -3.083 0.00
C 2.924 -2.563 -4.397 0.00
C 1.896 -1.716 -4.784 0.00
C 0.910 -1.351 -3.876 -0.01
C -1.406 -2.978 -1.525 0.02
C -2.783 -2.887 -1.719 0.00
C -3.543 -4.037 -1.878 0.00
C -2.941 -5.284 -1.820 0.00
C -1.576 -5.383 -1.576 0.00
C -0.810 -4.238 -1.430 0.01
P -0.862 1.066 -0.737 -0.03
C -2.360 1.803 -0.034 0.04
C -2.268 2.372 1.236 0.01
C -3.356 3.023 1.796 0.00
C -4.550 3.107 1.094 0.00
C -4.640 2.573 -0.185 0.00
C -3.546 1.939 -0.758 0.00
C -0.205 2.426 -1.745 0.02
C 0.248 2.226 -3.048 0.00
C 0.697 3.300 -3.805 0.00
C 0.720 4.574 -3.257 0.00
C 0.322 4.771 -1.940 0.00
C -0.143 3.704 -1.187 0.01
H -1.945 -0.958 -3.674 0.00
H -1.939 0.813 -3.598 0.00
H -3.177 -0.119 -2.751 0.00
H 2.086 -2.982 -1.144 0.00
H 3.812 -3.649 -2.767 0.00
H 3.669 -2.876 -5.118 0.00
H 1.855 -1.343 -5.801 0.00
H 0.112 -0.696 -4.201 0.00
H -3.271 -1.922 -1.744 0.00
H -4.610 -3.953 -2.045 0.00
H -3.532 -6.179 -1.968 0.00
H -1.103 -6.354 -1.500 0.00
H 0.251 -4.335 -1.238 0.00
H -1.342 2.308 1.792 0.01
H -3.274 3.461 2.784 0.00
H -5.407 3.597 1.539 0.00
H -5.563 2.652 -0.745 0.00
H -3.623 1.584 -1.775 0.00
H 0.251 1.230 -3.477 0.00
H 1.026 3.140 -4.825 0.00
H 1.050 5.414 -3.855 0.00
H 0.366 5.760 -1.501 0.00
H -0.466 3.871 -0.166 0.00
O -1.627 0.010 4.211 0.00
C -0.834 0.380 3.377 0.01
O -0.906 -0.024 2.113 0.07
C 0.207 1.396 3.706 0.01
C 0.039 2.139 4.859 0.00
C 0.951 3.120 5.179 0.01
C 2.029 3.384 4.366 -0.01
C 2.208 2.642 3.219 0.00
C 1.305 1.607 2.863 0.00
O 1.523 0.873 1.795 0.03
N 3.376 2.998 2.380 0.00
O 3.553 2.420 1.322 0.00
O 4.104 3.878 2.796 0.00
N 0.773 3.905 6.415 0.00
O -0.200 3.653 7.099 0.00
O 1.605 4.753 6.668 0.00
H -0.802 1.939 5.506 0.00
H 2.725 4.170 4.617 0.00

---

95
Properties=species:S:1:pos:R:3:nbo_charge:R:1 method="wB97M-V/def2-TZVPD" charge=0 orbital_gap_ev="5.4 / 4.3" homo_energy_ha="-0.2211 / -0.2182" total_energy_ha=-3509.82910
Cd 0.119 -0.937 -0.951 1.71
O 0.227 -0.535 3.979 -0.63
C -0.008 -0.350 2.794 0.74
O 0.817 -0.180 1.818 -0.69
C -1.461 -0.225 2.356 0.13
C -2.448 -1.041 2.950 -0.23
C -3.731 -0.904 2.516 -0.14
C -4.037 0.074 1.538 -0.03
C -5.341 0.267 1.025 -0.20
C -5.578 1.238 0.093 -0.22
C -4.528 2.061 -0.366 -0.19
C -3.257 1.890 0.105 -0.18
C -2.987 0.885 1.059 0.13
N -1.696 0.701 1.462 -0.45
H -2.161 -1.750 3.713 0.24
H -4.525 -1.527 2.911 0.21
H -6.142 -0.371 1.382 0.21
H -6.575 1.376 -0.306 0.21
H -4.727 2.812 -1.120 0.22
H -2.428 2.473 -0.275 0.23
C -0.009 -1.497 -5.491 -0.25
C 0.507 -1.723 -4.104 -0.06
N 0.171 -0.684 -3.191 -0.73
C 0.094 0.552 -3.652 0.22
C -0.087 0.878 -5.010 -0.22
C -0.242 -0.245 -5.908 -0.16
C -0.195 2.222 -5.409 -0.08
C -0.068 3.261 -4.528 -0.30
C 0.192 2.980 -3.160 -0.08
C 0.478 3.985 -2.214 -0.13
C 0.833 3.643 -0.936 -0.27
C 0.853 2.285 -0.586 0.04
N 0.536 1.328 -1.427 -0.55
C 0.238 1.643 -2.710 0.22
H -0.142 -2.344 -6.154 0.21
H 0.183 -2.689 -3.698 0.19
H -0.581 -0.057 -6.922 0.21
H -0.379 2.427 -6.458 0.20
H -0.138 4.292 -4.851 0.20
H 0.444 5.024 -2.521 0.21
H 1.107 4.389 -0.202 0.21
H 1.149 1.972 0.407 0.20
N 3.321 -4.115 -0.118 -0.52
C 2.797 -4.159 1.162 0.09
C 3.178 -4.863 2.299 -0.25
C 2.358 -4.735 3.401 -0.20
C 1.187 -3.963 3.357 -0.21
C 0.821 -3.268 2.226 -0.19
C 1.674 -3.326 1.124 0.16
N 1.558 -2.756 -0.145 -0.55
C 2.542 -3.277 -0.843 0.37
C 2.678 -3.060 -2.288 0.09
C 2.819 -4.075 -3.245 -0.44
S 2.652 -3.425 -4.818 0.35
C 2.122 -1.837 -4.081 -0.21
N 2.469 -1.842 -2.708 -0.39
H 4.132 -4.595 -0.466 0.42
H 4.060 -5.490 2.318 0.22
H 2.610 -5.260 4.313 0.21
H 0.552 -3.922 4.233 0.22
H -0.113 -2.736 2.148 0.25
H 2.945 -5.129 -3.052 0.24
H 2.531 -0.986 -4.625 0.24
C -5.163 -1.040 -3.205 -0.41
N -4.218 -1.467 -2.188 -0.43
C -4.468 -2.562 -1.421 0.09
C -3.603 -3.015 -0.495 -0.40
C -2.340 -2.313 -0.369 0.62
O -1.417 -2.686 0.384 -0.74
N -2.142 -1.202 -1.116 -0.80
C -3.036 -0.717 -2.014 0.78
O -2.873 0.315 -2.650 -0.66
H -6.177 -1.255 -2.870 0.19
H -4.979 -1.550 -4.153 0.20
H -5.041 0.028 -3.358 0.25
H -5.419 -3.046 -1.604 0.20
H -3.813 -3.879 0.114 0.23
N 0.420 2.383 2.813 -0.78
C 1.713 2.278 3.122 0.31
S 2.670 1.058 2.439 0.24
N 2.127 3.135 4.081 -0.58
C 3.422 3.585 4.456 0.23
C 3.451 4.625 5.383 -0.27
C 4.655 5.150 5.812 -0.19
C 5.850 4.645 5.318 -0.22
C 5.816 3.612 4.399 -0.18
C 4.614 3.070 3.963 -0.27
H -0.004 1.761 2.126 0.47
H -0.129 3.162 3.134 0.40
H 1.385 3.647 4.533 0.39
H 2.519 5.025 5.769 0.21
H 4.656 5.956 6.534 0.22
H 6.795 5.054 5.648 0.22
H 6.739 3.204 4.008 0.22
H 4.617 2.259 3.254 0.24

---

87
Properties=species:S:1:pos:R:3:mulliken_spin:R:1 method="wB97M-V/def2-TZVPD" charge=+2 orbital_gap_ev="6.5 / 6.5" homo_energy_ha="-0.4757 / -0.4784" spin_multiplicity=3 total_energy_ha=-5712.03119
V 0.013 0.081 1.073 2.05
C -2.100 -0.894 3.910 0.02
C -0.621 -0.946 4.117 0.02
C -0.107 -1.675 5.191 0.00
C 1.254 -1.763 5.377 0.01
C 2.094 -1.077 4.508 -0.01
C 1.525 -0.324 3.500 0.03
N 0.191 -0.283 3.278 0.04
C 2.378 0.514 2.606 0.02
C 3.680 0.834 2.949 0.00
C 4.406 1.687 2.132 0.01
C 3.779 2.270 1.050 0.00
C 2.451 1.961 0.783 -0.02
N 1.790 1.047 1.510 -0.04
C 1.671 2.770 -0.184 0.04
C 2.293 3.447 -1.222 0.00
C 1.560 4.419 -1.882 0.00
C 0.260 4.657 -1.486 0.00
C -0.321 3.869 -0.494 0.01
C -1.748 4.077 -0.096 0.00
N 0.383 2.928 0.148 0.02
H -2.508 -0.006 4.398 0.00
H -2.574 -1.763 4.366 0.00
H -2.365 -0.848 2.859 0.00
H -0.793 -2.185 5.852 0.00
H 1.665 -2.354 6.184 0.00
H 3.164 -1.135 4.627 0.00
H 4.122 0.452 3.856 0.00
H 5.429 1.939 2.375 0.00
H 4.282 3.015 0.453 0.00
H 3.319 3.243 -1.493 0.00
H 2.007 4.994 -2.682 0.00
H -0.323 5.442 -1.949 0.00
H -2.121 5.029 -0.467 0.00
H -1.849 4.053 0.987 0.00
H -2.378 3.283 -0.500 0.00
C 0.792 2.549 -5.094 0.00
C -0.287 2.775 -4.251 0.00
C -0.488 1.962 -3.149 0.00
C 0.382 0.903 -2.882 0.01
C 1.454 0.672 -3.740 -0.01
C 1.661 1.500 -4.834 0.00
P -0.047 -0.181 -1.479 0.04
C 0.647 -1.806 -1.903 -0.02
C 2.037 -1.946 -1.871 0.03
C 2.630 -3.175 -2.114 0.00
C 1.837 -4.288 -2.367 0.00
C 0.456 -4.163 -2.375 0.00
C -0.139 -2.927 -2.149 0.00
C -1.850 -0.238 -1.599 0.02
C -2.533 -0.625 -2.725 0.00
C -3.930 -0.471 -2.799 0.00
C -4.608 0.121 -1.768 0.00
C -3.928 0.562 -0.607 0.00
C -4.605 1.226 0.450 0.00
C -3.926 1.664 1.549 0.00
C -2.537 1.421 1.661 0.05
C -1.841 0.767 0.680 -0.21
C -2.534 0.357 -0.504 -0.07
H 0.945 3.177 -5.961 0.00
H -0.979 3.581 -4.458 0.00
H -1.352 2.128 -2.515 0.00
H 2.124 -0.161 -3.583 0.00
H 2.491 1.305 -5.500 0.00
H 2.668 -1.087 -1.660 0.00
H 3.708 -3.266 -2.111 0.00
H 2.296 -5.247 -2.563 0.00
H -0.165 -5.027 -2.575 0.00
H -1.218 -2.843 -2.162 0.00
H -1.998 -1.022 -3.581 0.00
H -4.459 -0.791 -3.686 0.00
H -5.678 0.275 -1.836 0.00
H -5.672 1.392 0.361 0.00
H -4.446 2.189 2.339 0.00
H -2.025 1.766 2.555 0.00
Se -3.126 -3.814 1.094 0.00
N -1.808 -4.961 1.390 0.01
C -0.687 -4.267 1.356 0.00
C 0.623 -4.820 1.482 0.01
C 1.671 -3.967 1.367 0.00
C 1.434 -2.575 1.168 0.11
N 0.257 -2.014 1.071 -0.20
C -0.835 -2.862 1.116 0.02
N -2.055 -2.411 0.954 -0.01
H 0.746 -5.881 1.647 0.00
H 2.696 -4.302 1.426 0.00
H 2.294 -1.915 1.100 -0.01

---

92
Properties=species:S:1:pos:R:3:lowdin_charge:R:1 method="wB97M-V/def2-TZVPD" charge=-2 orbital_gap_ev=7.2 homo_energy_ha=-0.1298 total_energy_ha=-3401.38937
Cd 0.832 1.028 -1.088 1.37
O -1.072 5.961 3.885 -0.06
C -1.721 5.693 2.853 -0.71
O -2.809 6.136 2.440 -0.05
C -1.056 4.648 1.933 -0.10
C 0.325 4.620 1.777 -0.01
C 0.900 3.695 0.927 -0.13
N 0.179 2.782 0.271 0.00
C -1.152 2.776 0.437 -0.23
C -1.801 3.706 1.230 0.04
C -1.926 1.647 -0.240 -0.69
O -3.121 1.801 -0.468 0.00
O -1.252 0.570 -0.470 -0.21
H 0.935 5.318 2.335 0.11
H 1.971 3.658 0.760 0.09
H -2.879 3.695 1.297 0.13
C 1.581 -2.128 1.323 -0.38
C 0.082 -1.869 1.438 -0.38
C -0.230 -0.760 2.433 -0.38
Sb -2.286 -0.112 2.451 1.56
C -2.837 -1.255 4.208 -0.39
C -3.988 -0.889 4.904 -0.15
C -4.410 -1.593 6.025 -0.11
C -3.679 -2.682 6.478 -0.12
C -2.527 -3.059 5.802 -0.10
C -2.114 -2.350 4.681 -0.14
C -3.148 -1.548 1.102 -0.36
C -3.818 -1.044 -0.012 -0.12
C -4.495 -1.901 -0.873 -0.09
C -4.500 -3.268 -0.640 -0.12
C -3.820 -3.781 0.457 -0.10
C -3.157 -2.923 1.324 -0.13
Sb 2.300 -3.316 -0.340 1.44
C 0.468 -3.461 -1.452 -0.39
C -0.187 -2.316 -1.893 -0.16
C -1.350 -2.387 -2.647 -0.07
C -1.864 -3.623 -3.003 -0.10
C -1.213 -4.779 -2.595 -0.10
C -0.062 -4.697 -1.822 -0.14
C 2.023 -5.217 0.643 -0.41
C 3.057 -6.150 0.613 -0.15
C 2.927 -7.391 1.229 -0.11
C 1.752 -7.717 1.889 -0.11
C 0.710 -6.798 1.930 -0.10
C 0.847 -5.563 1.312 -0.13
H 1.953 -2.652 2.209 0.06
H 2.127 -1.184 1.257 0.01
H -0.426 -2.789 1.743 0.07
H -0.354 -1.605 0.473 0.05
H 0.348 0.137 2.195 0.04
H 0.037 -1.048 3.454 0.05
H -4.570 -0.036 4.568 0.09
H -5.308 -1.286 6.549 0.09
H -4.003 -3.231 7.354 0.09
H -1.947 -3.907 6.148 0.09
H -1.209 -2.665 4.170 0.08
H -3.788 0.021 -0.224 0.06
H -5.008 -1.494 -1.737 0.10
H -5.022 -3.936 -1.316 0.09
H -3.806 -4.850 0.638 0.09
H -2.659 -3.339 2.193 0.08
H 0.178 -1.322 -1.662 0.04
H -1.841 -1.471 -2.948 0.11
H -2.774 -3.684 -3.589 0.10
H -1.605 -5.752 -2.871 0.09
H 0.424 -5.613 -1.505 0.09
H 3.984 -5.907 0.104 0.08
H 3.745 -8.101 1.192 0.09
H 1.645 -8.683 2.367 0.09
H -0.213 -7.044 2.442 0.10
H 0.017 -4.866 1.336 0.09
O 2.740 0.362 -0.040 -0.33
N 3.505 1.375 0.063 -0.06
C 4.777 1.100 0.213 -0.33
C 5.280 -0.242 0.269 -0.20
N 5.719 -1.304 0.329 0.15
C 5.692 2.189 0.342 -0.21
N 6.458 3.043 0.447 0.12
Cl 2.988 -1.005 -3.313 0.65
C 1.578 -0.741 -4.309 -0.63
C 1.204 -1.747 -5.183 -0.13
C 0.062 -1.602 -5.952 -0.12
C -0.692 -0.442 -5.823 -0.11
C -0.298 0.556 -4.949 -0.07
C 0.856 0.450 -4.156 -0.39
C 1.243 1.512 -3.208 -0.25
H 1.802 -2.649 -5.233 0.10
H -0.241 -2.392 -6.628 0.09
H -1.597 -0.314 -6.406 0.09
H -0.898 1.454 -4.854 0.11
H 0.697 2.431 -3.413 0.02
H 2.316 1.701 -3.234 0.01